12
Properties=species:S:1:pos:R:3:forces:R:3:mulliken_charge:R:1 method="wB97M-V/def2-TZVPD" total_charge=+1 gap_ev=7.41 molar_mass_g_mol=133.6 total_energy_ha=-1871.40264
O 1.549 1.707 0.998 0.8606 0.4307 0.2859 -0.549
C 0.507 1.146 0.715 -0.7865 -0.7996 0.1312 -0.027
C 0.404 0.079 -0.327 0.2082 0.3838 -0.1995 -0.047
C -0.805 -0.798 -0.156 -0.4917 -0.4279 -0.0084 -0.165
C -1.219 -1.682 -1.062 -0.0015 0.3464 0.1505 -0.786
H -0.416 1.388 1.281 0.1967 0.0707 -0.2432 0.386
H 0.314 0.636 -1.281 0.1852 -0.1513 0.1656 0.299
H -1.362 -0.679 0.779 0.1384 -0.1578 -0.2423 0.197
H -0.714 -1.795 -2.025 -0.1107 -0.0493 0.3183 0.252
H -2.105 -2.296 -0.886 0.3342 0.1962 -0.0516 0.264
Cu 2.496 2.783 2.332 -0.2581 -0.1653 -0.3025 0.844
H 1.349 -0.491 -0.367 -0.2746 0.3234 -0.0039 0.330

40
Properties=species:S:1:pos:R:3:forces:R:3:mulliken_charge:R:1 method="wB97M-V/def2-TZVPD" total_charge=-1 gap_ev=8.55 molar_mass_g_mol=621.3 total_energy_ha=-3891.98430
Li -0.031 1.131 -0.986 -0.5468 -0.9353 -0.2126 1.050
C 1.665 3.282 2.588 -0.0881 -0.8118 0.5168 0.522
F 0.628 3.572 3.399 0.4897 0.3638 -0.2747 -0.227
F 1.907 4.289 1.767 -0.3167 0.0789 -0.0344 -0.224
F 2.748 3.111 3.338 -0.2816 -0.1695 -0.0500 -0.221
S 1.114 1.647 1.737 -0.6687 0.0185 1.9770 1.075
O 1.844 0.621 2.450 0.1697 1.0030 -1.5166 -0.562
O -0.298 1.591 1.933 -0.4079 0.5495 -0.9091 -0.691
N 1.409 1.968 0.101 -0.2398 -1.1005 2.6348 -0.295
S 2.912 1.490 -0.043 2.9729 -0.9355 -2.2512 0.936
O 3.840 2.120 0.852 -0.4321 0.1808 0.0462 -0.647
O 3.064 0.077 -0.280 -0.3469 0.5227 -0.0616 -0.624
C 3.292 2.257 -1.718 -0.4797 0.2135 -0.2862 0.567
F 2.237 2.148 -2.562 0.1182 0.0511 0.3830 -0.219
F 3.591 3.544 -1.600 -0.0225 -0.0120 0.0927 -0.228
F 4.310 1.640 -2.309 0.1618 -0.1665 0.2878 -0.241
C 0.079 -2.678 0.643 -1.0708 0.0761 1.4579 0.682
F 0.771 -3.707 0.194 0.5218 0.3204 -0.5043 -0.231
F -0.313 -2.998 1.889 -0.5194 -0.3004 -0.2848 -0.244
F 0.781 -1.568 0.824 0.7283 -0.1733 -0.9757 -0.136
S -1.395 -2.290 -0.492 -1.2576 1.3625 0.8812 1.045
O -1.376 -0.829 -0.545 -0.4936 -0.7615 0.8378 -0.722
O -1.153 -2.872 -1.788 -0.1480 -0.5936 0.6683 -0.649
N -2.716 -2.833 0.447 3.0761 1.4760 -1.5642 -0.380
S -3.329 -4.108 -0.221 -1.1820 -1.6939 -0.5923 1.003
O -4.283 -3.751 -1.256 0.1525 -0.5326 0.8258 -0.648
O -2.420 -5.200 -0.502 -0.2000 0.4281 0.0358 -0.623
C -4.269 -4.869 1.280 0.6239 0.6690 -1.0254 0.607
F -3.407 -5.491 2.080 0.0184 0.2174 0.1779 -0.226
F -4.953 -3.966 1.990 -0.0598 -0.2536 -0.0801 -0.233
F -5.098 -5.799 0.800 -0.2797 0.1687 0.0597 -0.218
O 0.787 4.542 -0.665 -0.3660 -0.3589 -0.1812 -0.678
H 0.336 5.020 0.036 0.0521 0.0165 0.0020 0.334
H 0.956 3.646 -0.292 -0.0238 0.8281 -0.3073 0.415
O 0.712 -0.271 -2.241 0.1763 0.1790 -0.3850 -0.397
H 0.169 -0.664 -2.935 -0.1675 -0.1255 0.2770 0.201
H 1.618 -0.511 -2.466 0.0370 0.0929 0.2540 0.191
O -1.645 2.033 -1.612 0.0870 0.4436 -0.2504 -0.552
H -2.521 1.743 -1.889 0.1015 -0.3115 0.1900 0.243
H -1.561 2.935 -1.946 0.1116 -0.0243 0.1414 0.247

Energy above the lowest of the compared OMol25 structures with the same formula, charge and spin
In order: 0.0 107.5
Unit: kJ/mol